(1)
{
  "formula": "C6H39NO13",
  "method": "wB97M-V/def2-TZVPD",
  "energy_ev": -34961.417,
  "homo_lumo_gap_ev": 9.009,
  "de_lowest_ev": 4.427,
  "spin_multiplicity": 1,
  "molar_mass_g_mol": 333.37,
  "species": ["C", "O", "C", "C", "C", "C", "C", "N", "H", "H", "H", "H", "H", "H", "H", "H", "H", "H", "H", "H", "H", "H", "H", "H", "H", "O", "H", "H", "O", "H", "H", "O", "H", "H", "O", "H", "H", "O", "H", "H", "O", "H", "H", "O", "H", "H", "O", "H", "H", "O", "H", "H", "O", "H", "H", "O", "H", "H", "O"],
  "xyz": [[0.623, 0.976, -0.658], [1.712, 1.492, 0.143], [0.177, -0.401, -0.091], [-0.623, -1.120, -1.144], [-1.243, -2.474, -0.762], [-0.592, -3.694, -1.487], [-2.761, -2.540, -0.981], [1.537, -1.079, -0.027], [1.059, 0.812, -1.646], [-0.066, 1.817, -0.868], [1.331, 1.908, 0.921], [-0.340, -0.373, 0.865], [-0.169, -1.238, -2.134], [-1.472, -0.496, -1.422], [-1.087, -2.635, 0.313], [-0.190, -3.568, -2.493], [-1.336, -4.495, -1.491], [0.208, -4.025, -0.821], [-3.167, -1.702, -0.401], [-2.923, -2.253, -2.029], [-3.397, -3.393, -0.761], [1.356, -1.982, -0.437], [2.219, -0.620, -0.623], [-1.911, 1.295, -2.711], [-2.425, 1.419, -1.232], [-1.768, 1.723, -1.860], [-2.762, 0.494, 1.085], [-3.057, 1.522, 2.010], [-3.432, 1.177, 1.152], [1.931, 1.331, -3.500], [3.393, -0.426, -2.772], [1.372, 1.973, -3.947], [-3.747, -1.544, 3.188], [-2.341, -1.964, 3.897], [-2.803, -1.677, 3.083], [-3.046, 3.125, 0.855], [-3.027, 3.229, -0.677], [-2.556, 3.520, 0.116], [3.742, 0.651, 0.863], [4.428, 0.672, 2.223], [4.540, 0.950, 1.323], [-2.104, 2.862, 3.718], [-1.102, 1.667, 3.474], [-1.823, 2.221, 3.052], [-0.030, 0.338, 5.125], [0.423, -0.181, 3.756], [0.111, 0.642, 4.217], [1.495, 3.468, -1.725], [0.365, 4.346, -1.746], [1.192, 4.230, -2.226], [4.929, 0.419, -0.805], [4.531, -1.024, -0.550], [4.256, -0.228, -0.985], [1.580, -1.930, 2.785], [1.372, -2.374, 4.252], [1.333, -1.627, 3.667], [3.024, -0.407, -4.136], [0.469, 1.802, -3.639], [2.593, -0.614, -3.295]],
  "mulliken_charge": [-0.768, -0.478, 1.194, -0.988, 0.857, -1.390, -1.529, -0.400, -0.170, 0.358, 0.315, 0.371, 0.406, -0.192, 0.035, 0.282, 0.389, 0.387, 0.276, 0.382, 0.412, 0.303, -0.003, 0.255, 0.315, -0.598, 0.164, 0.518, -0.673, 0.351, 0.329, -0.664, 0.290, 0.271, -0.543, 0.312, 0.289, -0.602, 0.442, 0.259, -0.679, 0.249, 0.357, -0.574, 0.288, 0.387, -0.681, 0.317, 0.330, -0.615, 0.291, 0.280, -0.688, 0.296, 0.269, -0.646, 0.332, 0.340, -0.617]
}



(2)
{
  "formula": "C6H39NO14",
  "method": "wB97M-V/def2-TZVPD",
  "energy_ev": -37011.664,
  "homo_lumo_gap_ev": 9.624,
  "de_lowest_ev": 1.932,
  "spin_multiplicity": 1,
  "molar_mass_g_mol": 349.37,
  "species": ["O", "C", "C", "C", "C", "C", "C", "N", "H", "H", "H", "H", "H", "H", "H", "H", "H", "H", "H", "H", "H", "H", "H", "O", "H", "H", "O", "H", "H", "O", "H", "H", "O", "H", "H", "O", "H", "H", "O", "H", "H", "O", "H", "H", "O", "H", "H", "O", "H", "H", "O", "H", "H", "O", "H", "H", "O", "H", "H", "O"],
  "xyz": [[2.709, -4.062, -0.057], [2.500, -2.915, 0.309], [1.398, -2.110, -0.379], [0.497, -1.455, 0.654], [-0.381, -0.331, 0.093], [0.400, 0.921, -0.289], [-0.258, 2.210, 0.172], [0.612, -2.952, -1.320], [3.040, -2.410, 1.165], [1.875, -1.344, -1.005], [-0.144, -2.178, 1.115], [1.128, -1.020, 1.494], [-0.990, -0.700, -0.766], [-1.119, -0.055, 0.883], [0.533, 0.957, -1.433], [1.405, 0.864, 0.088], [-1.330, 2.336, -0.147], [0.299, 3.089, -0.178], [-0.389, 2.204, 1.276], [0.034, -3.613, -0.814], [1.233, -3.449, -1.920], [-3.056, 0.010, 1.514], [-3.156, 1.513, 1.531], [-2.914, 0.734, 2.086], [3.766, 0.873, -2.263], [2.961, 1.458, -1.051], [3.016, 0.714, -1.666], [-4.551, 2.670, 0.302], [-3.280, 2.436, -0.593], [-3.563, 2.667, 0.353], [4.038, 2.240, 0.726], [2.618, 2.177, 1.014], [3.183, 2.473, 0.317], [-0.207, -0.820, 3.498], [-0.788, -2.240, 3.723], [0.036, -1.743, 3.618], [-1.486, -2.418, -1.776], [-2.245, -1.218, -2.389], [-2.360, -2.072, -1.906], [-0.762, 1.395, 3.990], [-1.376, 0.821, 2.647], [-0.559, 0.843, 3.189], [-2.386, 1.433, -2.458], [-2.291, 2.942, -2.538], [-2.814, 2.232, -2.198], [1.023, -1.284, -2.810], [1.700, 0.139, -2.656], [1.097, -0.363, -3.219], [-2.987, -1.574, -0.442], [-3.929, -2.021, 0.666], [-3.424, -1.309, 0.428], [0.986, 0.986, 2.479], [2.410, 1.108, 3.141], [1.969, 1.149, 2.324], [2.970, 0.111, 1.353], [3.437, -0.018, -0.094], [3.684, -0.227, 0.774], [-0.558, 0.035, -3.133], [-1.716, 0.047, -4.179], [-1.539, 0.117, -3.240]],
  "mulliken_charge": [-0.566, -0.263, 0.922, -1.117, 3.781, 2.309, -0.800, -0.649, 0.349, -0.417, 0.686, 0.333, -1.520, -1.559, 0.346, -2.339, -0.339, 0.523, 0.230, 0.295, 0.184, 0.299, 0.490, -0.791, 0.234, 0.379, -0.698, 0.316, 0.406, -0.717, 0.364, 0.376, -0.719, 0.453, 0.300, -0.689, 0.380, 0.440, -0.890, 0.270, 0.274, -0.782, 0.392, 0.302, -0.760, 0.428, 0.337, -0.827, 0.394, 0.228, -0.644, 0.203, 0.293, -0.622, 0.456, 0.479, -0.763, 0.481, 0.242, -0.708]
}



(3)
{
  "formula": "C6H39NO14",
  "method": "wB97M-V/def2-TZVPD",
  "energy_ev": -37012.116,
  "homo_lumo_gap_ev": 8.938,
  "de_lowest_ev": 1.480,
  "spin_multiplicity": 1,
  "molar_mass_g_mol": 349.37,
  "species": ["C", "C", "C", "N", "C", "C", "C", "O", "H", "H", "H", "H", "H", "H", "H", "H", "H", "H", "H", "H", "H", "H", "H", "O", "H", "H", "O", "H", "H", "O", "H", "H", "O", "H", "H", "O", "H", "H", "O", "H", "H", "O", "H", "H", "O", "H", "H", "O", "H", "H", "O", "H", "H", "O", "H", "H", "O", "H", "H", "O"],
  "xyz": [[2.339, -1.832, -0.609], [2.819, -1.828, 0.844], [0.811, -1.785, -0.720], [0.344, -0.390, -0.871], [-1.331, 1.060, -1.884], [-1.095, -0.277, -1.171], [-2.028, -0.315, 0.039], [-1.617, -0.395, 1.192], [2.794, -0.987, -1.155], [2.748, -2.725, -1.088], [2.497, -0.906, 1.335], [3.920, -1.766, 0.922], [2.472, -2.695, 1.390], [0.467, -2.343, -1.595], [0.320, -2.307, 0.111], [0.618, 0.173, -0.066], [-0.765, 1.893, -1.452], [-2.390, 1.335, -1.878], [-1.009, 0.965, -2.935], [-1.367, -1.090, -1.843], [-3.099, -0.253, -0.174], [1.536, 2.685, 1.845], [1.610, 1.096, 1.988], [1.990, 1.895, 1.508], [1.024, 3.962, -0.590], [-0.366, 4.631, -0.747], [0.393, 4.610, -0.153], [-0.329, 2.787, 3.382], [-1.043, 2.554, 4.740], [-0.712, 2.093, 3.962], [-0.492, -2.249, 2.331], [0.407, -3.446, 2.471], [-0.504, -3.215, 2.263], [2.057, 2.240, -0.236], [2.980, 3.079, -1.139], [2.076, 2.746, -1.082], [-1.053, -3.456, -3.204], [-1.912, -4.703, -2.807], [-1.702, -3.804, -2.554], [0.809, 4.676, 2.885], [0.341, 4.203, 1.423], [0.453, 3.938, 2.380], [-1.740, 2.714, 0.632], [-2.907, 1.896, 1.375], [-2.527, 2.174, 0.489], [0.207, 0.610, 3.471], [-0.162, -0.184, 2.162], [0.583, 0.007, 2.793], [0.565, -2.287, -4.394], [0.601, -3.765, -4.862], [0.013, -3.093, -4.509], [-1.919, -3.018, 0.592], [-2.186, -3.120, -0.963], [-2.433, -2.643, -0.135], [1.530, -0.770, -3.368], [1.675, -0.261, -4.806], [1.687, -1.079, -4.292], [-2.233, 1.496, 3.349], [-2.733, 0.320, 2.497], [-3.029, 1.150, 2.908]],
  "mulliken_charge": [-0.689, -0.862, 0.354, 0.491, -1.476, 0.747, -0.139, -0.481, 0.261, 0.378, 0.128, 0.426, 0.179, 0.038, -0.118, -0.134, 0.036, 0.411, 0.420, -0.084, 0.449, 0.488, 0.239, -0.858, 0.421, 0.308, -0.762, 0.425, 0.301, -0.774, 0.308, 0.294, -0.671, 0.446, 0.287, -0.710, 0.356, 0.250, -0.618, 0.254, 0.355, -0.684, 0.247, 0.415, -0.669, 0.385, 0.525, -0.736, 0.402, 0.308, -0.724, 0.278, 0.345, -0.642, 0.317, 0.320, -0.748, 0.480, 0.394, -0.883]
}



(4)
{
  "formula": "C6H3Cl2FNO2S",
  "method": "wB97M-V/def2-TZVPD",
  "energy_ev": -50451.595,
  "homo_lumo_gap_ev": [7.313, 5.636],
  "de_lowest_ev": 3.212,
  "total_charge": -1,
  "spin_multiplicity": 1,
  "molar_mass_g_mol": 243.07,
  "species": ["C", "C", "C", "C", "C", "C", "N", "O", "O", "F", "S", "Cl", "Cl", "H", "H", "H"],
  "xyz": [[-0.266, -0.845, -0.160], [-1.467, -0.213, 0.014], [0.790, 1.416, -0.383], [0.935, -0.004, -0.187], [-1.624, 1.174, -0.076], [-0.465, 1.922, -0.263], [1.986, -0.764, 0.028], [5.193, 0.124, 0.877], [3.767, 2.083, 0.823], [5.133, 1.364, -1.263], [4.180, 0.868, 0.168], [-3.142, 1.879, 0.234], [-0.798, 3.791, -0.300], [-0.086, -1.833, -0.155], [-2.320, -0.935, -0.038], [1.677, 1.955, -0.252]],
  "mulliken_charge": [-0.713, -0.388, -0.640, 0.859, 0.257, 0.278, -0.593, -0.587, -0.580, -0.462, 0.767, -0.194, -0.254, 0.532, 0.258, 0.460]
}



(5)
{
  "formula": "C6H3DyO5",
  "method": "wB97M-V/def2-TZVPD",
  "energy_ev": -40548.786,
  "homo_lumo_gap_ev": [6.204, 5.248],
  "s_squared": 12.64,
  "de_lowest_ev": 4.951,
  "total_charge": 3,
  "spin_multiplicity": 7,
  "molar_mass_g_mol": 317.59,
  "species": ["C", "C", "O", "C", "O", "H", "Dy", "O", "C", "C", "O", "O", "C", "H", "H"],
  "xyz": [[1.293, -1.044, 0.358], [0.033, -1.695, 0.427], [-0.687, -3.996, 0.449], [-0.053, -3.125, -0.027], [1.274, 0.234, 0.161], [2.221, -1.593, 0.555], [3.295, 1.814, -0.320], [-1.371, 1.225, -0.737], [-2.132, 0.293, -1.369], [-0.744, 0.652, 0.340], [-2.753, 0.484, -2.365], [-1.943, -0.891, -0.768], [-1.098, -0.726, 0.337], [-0.699, 1.281, 1.227], [-0.828, -1.516, 1.529]],
  "lowdin_spin": [0.002, -0.001, -0.005, -0.004, -0.030, 0.001, 6.036, 0.001, 0.000, 0.002, 0.001, 0.000, 0.000, 0.000, -0.001]
}